The molecule C6H10N2. Source: OMol25; level of theory: the ωB97M-V functional and the def2-TZVPD basis.

Its energy above the lowest of the compared OMol25 structures with the same formula, charge and spin is 0.311 eV. As for the LUMO energy: 0.9 eV. Its spin multiplicity is 1. The charge is 0. As for the strongest force on any atom: 2.5 eV/A. As for the frontier orbital gap: 9.263 eV.

XYZ file:
```
18
Properties=species:S:1:pos:R:3:forces:R:3
C 1.17243 1.75543 -1.30359 0.4310 -0.2146 -0.8144
C -0.05720 1.66149 -0.44827 -0.4530 -0.5552 1.8368
C 0.14814 0.73670 0.83453 -0.8039 -0.4629 -2.3658
C -0.36494 -0.65607 0.53458 -0.7825 0.8851 0.2076
C -1.64325 -1.09473 0.26143 0.4632 -0.0515 -0.0339
N -1.68419 -2.45796 0.29277 0.0302 -0.7850 -0.0855
C -0.47751 -2.87873 0.58815 -0.0366 1.4526 -0.7296
N 0.36494 -1.77774 0.68500 -0.2290 -1.3258 0.4307
H 1.40633 0.78258 -1.74984 -0.1182 -0.0550 0.0995
H 2.08696 2.05417 -0.78894 -0.1997 0.1612 0.3249
H 1.05844 2.42928 -2.15364 -0.1427 0.1137 0.0663
H -0.90887 1.23499 -0.97336 0.0788 0.0637 -0.3597
H -0.42893 2.59482 -0.02602 0.3900 0.4385 -0.4210
H 1.21585 0.69790 1.02851 -0.0231 0.1934 0.7013
H -0.51063 1.12160 1.60423 0.5854 0.1979 0.5360
H -2.52311 -0.53548 -0.01166 0.0373 0.1453 0.1835
H -0.11976 -3.89097 0.52745 0.0017 -0.0687 0.2993
H 1.26529 -1.77728 1.09866 0.7714 -0.1329 0.1239
```
Positions in Å, forces in eV/Å.

Atomic partial charges in e from the natural (NBO) method, atoms 1 to 5: C -0.6189; C -0.3836; C -0.4262; C 0.1113; C -0.1292